Entry from the Open Molecules 2025 dataset: a molecular structure, C31H41FHgN7O3PS2 (ωB97M-V/def2-TZVPD).

The spin multiplicity is 2. For the LUMO energy (spin up / spin down), the calculation gives 2.5 / 1.9 eV. The largest force on an atom is 0.504 eV Å⁻¹. As for the total charge: -1.

Last column: Mulliken spin population.
Geometry (Å):
Hg (-0.422, 0.649, -1.212)  0.07
O (0.153, 1.872, 4.403)  0.00
S (-0.355, 0.771, 3.597)  0.00
O (-1.011, -0.283, 4.361)  0.00
N (-1.156, 1.184, 2.297)  -0.01
C (-2.294, 1.933, 2.440)  0.00
C (-2.713, 2.536, 3.633)  0.00
C (-3.853, 3.337, 3.728)  0.00
C (-4.644, 3.591, 2.645)  0.00
C (-4.306, 2.989, 1.417)  0.00
C (-5.106, 3.203, 0.272)  0.00
C (-4.825, 2.563, -0.895)  0.00
C (-3.718, 1.697, -0.911)  0.00
N (-2.922, 1.506, 0.106)  0.03
C (-3.166, 2.137, 1.291)  0.00
C (1.120, 0.018, 2.942)  0.01
C (1.560, 0.178, 1.644)  -0.04
C (2.741, -0.433, 1.238)  0.00
C (3.502, -1.152, 2.146)  0.00
C (3.078, -1.270, 3.466)  0.00
C (1.885, -0.692, 3.864)  0.00
H (-2.112, 2.397, 4.516)  0.00
H (-4.100, 3.774, 4.690)  0.00
H (-5.521, 4.224, 2.710)  0.00
H (-5.949, 3.882, 0.349)  0.00
H (-5.419, 2.706, -1.788)  0.00
H (-3.478, 1.136, -1.812)  0.00
H (0.960, 0.762, 0.957)  0.04
H (3.056, -0.363, 0.203)  0.00
H (4.424, -1.625, 1.828)  0.00
H (3.673, -1.824, 4.181)  0.00
H (1.523, -0.786, 4.879)  0.00
F (5.674, 2.750, -4.135)  0.01
C (4.411, 2.241, -4.074)  0.18
C (3.333, 3.087, -4.263)  -0.06
C (2.057, 2.562, -4.217)  0.15
C (1.836, 1.183, -4.004)  -0.06
C (0.540, 0.619, -4.011)  0.62
C (2.973, 0.375, -3.776)  0.17
C (4.251, 0.893, -3.814)  -0.07
H (3.502, 4.140, -4.449)  0.00
H (1.202, 3.214, -4.343)  0.00
H (0.423, -0.455, -4.008)  -0.01
H (-0.313, 1.210, -4.310)  -0.02
H (2.827, -0.678, -3.567)  0.00
H (5.122, 0.271, -3.652)  0.00
S (0.729, 3.938, -0.643)  0.00
C (2.375, 4.088, -0.621)  0.01
N (3.085, 5.220, -0.882)  0.00
C (4.520, 4.989, -0.909)  0.00
C (4.633, 3.598, -0.254)  0.00
N (3.263, 3.120, -0.312)  0.00
H (2.637, 5.963, -1.389)  0.00
H (5.051, 5.750, -0.337)  0.00
H (4.914, 4.982, -1.926)  0.00
H (4.990, 3.666, 0.777)  0.00
H (5.303, 2.942, -0.810)  0.00
H (2.950, 2.282, 0.146)  0.00
C (0.403, -4.001, 2.047)  0.00
N (-0.732, -4.342, 1.200)  0.00
C (-1.817, -4.970, 1.933)  0.00
P (-0.967, -3.468, -0.203)  -0.01
O (0.169, -2.562, -0.472)  -0.01
N (-2.501, -2.834, -0.056)  0.00
C (-3.069, -2.220, -1.255)  0.01
C (-2.659, -1.940, 1.105)  0.01
N (-1.170, -4.539, -1.479)  0.00
C (0.029, -4.958, -2.180)  0.00
C (-2.195, -5.560, -1.424)  0.00
H (0.733, -4.899, 2.578)  0.00
H (0.139, -3.237, 2.780)  0.00
H (1.223, -3.628, 1.440)  0.00
H (-1.551, -6.000, 2.194)  0.00
H (-2.727, -4.983, 1.339)  0.00
H (-2.025, -4.430, 2.863)  0.00
H (-2.946, -2.880, -2.112)  0.00
H (-2.596, -1.258, -1.480)  0.00
H (-4.134, -2.046, -1.087)  0.00
H (-2.108, -2.310, 1.966)  0.00
H (-3.717, -1.882, 1.370)  0.00
H (-2.292, -0.935, 0.892)  0.00
H (0.776, -4.169, -2.117)  0.00
H (-0.202, -5.143, -3.233)  0.00
H (0.450, -5.880, -1.755)  0.00
H (-3.083, -5.172, -0.929)  0.00
H (-1.858, -6.459, -0.888)  0.00
H (-2.470, -5.859, -2.440)  0.00